No. 1
{"formula": "C6H10N2O", "method": "the ωB97M-V functional and the def2-TZVPD basis", "homo_energy_ev": -8.4, "lumo_ev": 0.36, "total_charge": 0, "orbital_gap_ev": 8.73, "relative_energy_kcal_mol": 116.89, "spin_multiplicity": 1, "symbols": ["C", "C", "C", "C", "C", "C", "N", "N", "O", "H", "H", "H", "H", "H", "H", "H", "H", "H", "H"], "positions_angstrom": [[-1.52156, -0.91262, 0.45118], [-0.84718, 1.45224, -1.72016], [-0.18232, -0.44860, 0.99055], [-0.44695, 2.21288, -2.86869], [-0.07855, -0.67098, 2.51476], [1.00725, -1.20422, 0.28422], [-0.36666, 1.14773, -0.64138], [-0.43650, 0.87531, 0.54256], [-1.64527, -1.40503, -0.63563], [-2.39847, -0.39169, 0.89147], [-0.88152, 1.82346, -3.67501], [0.61273, 2.21232, -3.09430], [-0.87578, 3.18921, -2.86239], [-1.07048, -0.46400, 2.94967], [0.64334, 0.15863, 2.78226], [0.42385, -1.73524, 2.63643], [1.50777, -1.93742, 0.82245], [1.84210, -0.60771, 0.14140], [0.84332, -1.63217, -0.73207]], "atomic_forces_ev_per_a": [[-0.50, 0.45, -0.65], [1.51, -0.78, 3.01], [0.94, -3.73, -0.67], [1.67, 0.93, 1.15], [1.71, 0.62, -1.12], [-1.64, 0.46, -1.59], [-2.20, 0.65, -3.46], [0.99, 1.83, 2.65], [-0.25, -0.83, -0.49], [0.08, -0.48, 0.59], [-1.81, -1.88, -3.45], [0.35, 0.29, 0.37], [0.02, 1.01, 0.51], [0.60, -0.50, 0.31], [-0.67, -1.13, 0.54], [-1.53, 2.34, 0.32], [-0.05, -1.87, 1.56], [1.40, 2.21, -0.38], [-0.63, 0.40, 0.81]], "mulliken_charge": [-0.3388, 0.2960, 1.5760, -1.0099, -1.2768, -1.6958, 0.3851, -1.0493, -0.4658, 0.3709, 0.3780, 0.3131, 0.3032, 0.3359, 0.2974, 0.3143, 0.4746, 0.4877, 0.3043]}

***

No. 2
{"formula": "C19H44N2O4S", "method": "the ωB97M-V functional and the def2-TZVPD basis", "homo_energy_ev": -8.2, "lumo_ev": 0.53, "total_charge": 0, "orbital_gap_ev": 8.72, "spin_multiplicity": 1, "symbols": ["C", "C", "C", "C", "C", "O", "C", "C", "O", "S", "O", "O", "H", "H", "H", "H", "H", "H", "H", "H", "H", "H", "H", "H", "H", "H", "C", "C", "N", "C", "C", "C", "C", "H", "H", "H", "H", "H", "H", "H", "H", "H", "H", "H", "H", "H", "H", "H", "C", "C", "N", "C", "C", "C", "C", "H", "H", "H", "H", "H", "H", "H", "H", "H", "H", "H", "H", "H", "H", "H"], "positions_angstrom": [[5.48659, -3.71745, 5.20988], [5.44566, -2.22163, 5.49768], [4.16940, -1.57720, 4.90277], [3.01491, -1.56300, 5.91641], [1.72175, -2.10056, 5.33013], [1.31149, -1.28696, 4.22944], [4.44171, -0.20989, 4.28843], [5.54140, -0.35642, 3.26033], [6.81562, -0.38864, 3.93081], [7.06046, -1.46687, 5.08000], [7.48224, -0.71400, 6.21945], [7.90590, -2.48346, 4.53693], [5.63738, -3.90428, 4.14651], [6.27723, -4.22261, 5.75969], [4.52569, -4.14937, 5.50000], [5.46002, -2.06165, 6.57731], [3.87375, -2.22167, 4.06565], [3.26183, -2.15292, 6.80384], [2.84089, -0.53848, 6.25714], [1.86424, -3.13621, 5.00648], [0.92903, -2.08774, 6.08205], [1.28709, -1.81424, 3.43383], [4.79421, 0.48116, 5.06051], [3.53046, 0.20404, 3.85614], [5.42524, -1.28028, 2.68289], [5.60936, 0.47150, 2.55956], [1.43322, -0.78805, 0.79050], [0.43340, -0.35411, -0.26903], [-0.91174, -0.82750, 0.00535], [-1.81511, -0.69580, -1.12570], [-2.15417, 0.71647, -1.61419], [-1.45662, -0.46267, 1.30624], [-1.50839, 1.02594, 1.66833], [1.39447, -1.87224, 0.92408], [2.44533, -0.51489, 0.48841], [1.23836, -0.30756, 1.75101], [0.72820, -0.77681, -1.23354], [0.49398, 0.73998, -0.38265], [-2.74061, -1.21956, -0.87172], [-1.36872, -1.25156, -1.95611], [-2.82617, 1.23766, -0.93345], [-2.65337, 0.65734, -2.58458], [-1.25904, 1.32676, -1.74337], [-0.87515, -0.97784, 2.07474], [-2.46088, -0.88984, 1.36150], [-0.56513, 1.52606, 1.44182], [-1.68552, 1.13639, 2.73942], [-2.30213, 1.55551, 1.14387], [-6.30419, 2.32341, -7.47373], [-4.93780, 2.73775, -6.95080], [-4.83052, 2.64136, -5.50539], [-3.66445, 3.31480, -4.96005], [-2.28047, 2.78033, -5.34317], [-5.14208, 1.34065, -4.93200], [-4.34171, 0.12906, -5.42605], [-7.09383, 2.87742, -6.96434], [-6.36965, 2.53067, -8.54246], [-6.49032, 1.25749, -7.33659], [-4.76150, 3.78588, -7.20891], [-4.16437, 2.15887, -7.48094], [-3.76127, 3.30527, -3.87056], [-3.72734, 4.36462, -5.26254], [-2.06474, 1.82966, -4.85660], [-1.51269, 3.49018, -5.02896], [-2.17729, 2.64220, -6.42029], [-6.20258, 1.14304, -5.10390], [-5.03108, 1.43518, -3.84839], [-4.27081, 0.11376, -6.51500], [-4.84030, -0.79197, -5.11806], [-3.32876, 0.10557, -5.02615]], "atomic_forces_ev_per_a": [[-0.03, -0.02, 0.02], [0.05, 0.01, 0.05], [0.10, 0.04, -0.10], [-0.01, -0.02, 0.02], [0.01, 0.10, -0.05], [0.02, 0.11, 0.23], [0.06, 0.00, 0.10], [0.02, -0.08, -0.05], [-0.05, -0.06, 0.04], [-0.16, 0.03, -0.08], [0.09, -0.03, 0.07], [0.06, -0.04, -0.03], [0.00, 0.01, 0.01], [0.01, 0.01, -0.02], [0.01, -0.01, 0.02], [-0.04, 0.08, -0.01], [-0.02, -0.03, 0.03], [-0.01, -0.02, -0.02], [0.03, -0.02, 0.05], [-0.03, 0.00, 0.01], [0.02, -0.02, -0.01], [-0.05, -0.16, -0.24], [-0.09, 0.10, -0.05], [-0.02, -0.11, -0.05], [-0.04, 0.05, -0.06], [0.04, 0.07, 0.10], [0.04, -0.01, 0.05], [-0.03, 0.00, -0.01], [0.02, 0.03, 0.01], [-0.02, -0.05, -0.02], [-0.04, 0.01, -0.05], [-0.02, 0.00, 0.01], [-0.01, -0.01, 0.01], [-0.01, 0.00, 0.00], [0.00, -0.01, -0.01], [0.01, 0.02, -0.01], [0.00, 0.01, 0.00], [-0.01, 0.00, 0.01], [0.00, 0.00, 0.00], [0.02, 0.01, 0.01], [0.02, 0.01, 0.02], [-0.01, 0.00, 0.01], [0.00, -0.01, -0.01], [0.02, 0.00, -0.01], [0.00, 0.01, 0.01], [0.01, -0.01, 0.02], [-0.01, 0.00, 0.00], [0.02, 0.01, -0.03], [-0.01, 0.02, -0.01], [0.02, 0.00, 0.01], [0.01, -0.04, -0.02], [-0.01, 0.03, 0.04], [0.04, -0.01, 0.05], [0.00, 0.00, 0.03], [-0.01, 0.00, 0.01], [0.00, -0.01, 0.01], [-0.01, 0.00, 0.00], [0.01, 0.00, 0.00], [0.01, -0.01, -0.01], [0.00, -0.01, 0.01], [0.01, 0.01, 0.00], [-0.02, -0.01, -0.03], [0.01, -0.01, -0.02], [0.00, 0.00, 0.01], [-0.03, 0.02, 0.00], [0.00, 0.01, -0.02], [0.00, -0.01, 0.00], [-0.02, -0.01, 0.00], [0.01, 0.00, 0.01], [0.01, 0.02, -0.03]], "mulliken_charge": [-1.5507, -0.3686, 0.9255, -1.0329, -0.7376, -0.4316, -1.2390, -0.4483, -0.4008, 1.3385, -0.6725, -0.6559, 0.3763, 0.4465, 0.3873, 0.5053, 0.2067, 0.4031, 0.4104, 0.3653, 0.3831, 0.1769, 0.3446, 0.5160, 0.3541, 0.3256, -1.2178, -0.4782, 0.1590, -1.0082, -0.3437, -0.5363, -1.0432, 0.3468, 0.4461, 0.1774, 0.4736, 0.2474, 0.3488, 0.4158, 0.2138, 0.0084, 0.2771, 0.2712, 0.3519, 0.2409, 0.3972, 0.3244, -1.4203, -0.3489, 0.0986, -0.6787, -0.9357, -0.7167, -0.9898, 0.3368, 0.4318, 0.2853, 0.4533, 0.2669, 0.3352, 0.4115, 0.1256, 0.3959, 0.3142, 0.3735, 0.3501, 0.3441, 0.3565, 0.2115]}

***

No. 3
{"formula": "C5H14N2", "method": "the ωB97M-V functional and the def2-TZVPD basis", "homo_energy_ev": -9.2, "lumo_ev": 1.03, "total_charge": 0, "orbital_gap_ev": 10.19, "relative_energy_kcal_mol": 24.52, "spin_multiplicity": 1, "symbols": ["C", "C", "C", "C", "C", "N", "N", "H", "H", "H", "H", "H", "H", "H", "H", "H", "H", "H", "H", "H", "H"], "positions_angstrom": [[0.23457, -1.43002, -1.32897], [0.81581, -1.08731, 0.04512], [0.96714, 0.47918, 0.09119], [-0.33202, 1.24392, -0.27099], [-1.58252, 0.84725, 0.54258], [-1.89568, 1.92610, 1.52962], [2.11051, -1.80864, 0.09540], [0.29695, -2.51487, -1.49238], [0.87549, -1.00648, -2.15926], [-0.79645, -1.10269, -1.31394], [0.27428, -1.43713, 0.92908], [1.59106, 0.63857, -0.79955], [1.48867, 0.69839, 1.04008], [-0.29999, 2.31676, -0.12873], [-0.59399, 1.11063, -1.33137], [-1.48001, -0.09074, 1.09908], [-2.42519, 0.82864, -0.17429], [-2.89630, 2.07394, 1.51704], [-1.64793, 1.60530, 2.45503], [2.43091, -2.03036, -0.83953], [2.86470, -1.26042, 0.49479]], "atomic_forces_ev_per_a": [[0.35, -0.73, 0.30], [1.20, 0.63, -0.84], [-0.09, -1.05, -0.96], [-0.54, -0.70, 0.64], [-0.25, 1.05, 0.15], [-0.12, -0.46, -0.36], [0.28, 0.33, 0.17], [-0.37, 0.15, 0.15], [-0.92, 0.08, 0.96], [-0.22, -0.03, -0.77], [-0.51, -0.04, -0.48], [0.61, 0.36, 0.65], [-0.39, 0.58, -0.47], [0.61, 0.23, 0.05], [0.52, -0.19, 0.22], [-0.10, -0.12, -0.58], [0.26, -0.43, 0.52], [0.01, 0.10, 0.28], [-0.07, 0.14, 0.14], [-0.11, 0.02, -0.03], [-0.16, 0.08, 0.26]], "mulliken_charge": [-1.4771, 0.4561, -0.6845, -0.8382, -0.3597, -0.6297, -0.7480, 0.4572, 0.3414, 0.3404, 0.2387, 0.2974, 0.2660, 0.4819, 0.3756, 0.2570, 0.2923, 0.2196, 0.2237, 0.2618, 0.2281]}

***

No. 4
{"formula": "C16H27N7ORe", "method": "the ωB97M-V functional and the def2-TZVPD basis", "homo_energy_ev": [-20.5, -20.4], "lumo_ev": [-16.49, -16.10], "total_charge": 4, "orbital_gap_ev": [3.96, 4.34], "relative_energy_kcal_mol": 31.23, "spin_multiplicity": 2, "s2": 0.7704, "symbols": ["Re", "C", "C", "N", "C", "C", "N", "C", "C", "N", "H", "H", "H", "H", "H", "H", "H", "H", "H", "H", "H", "H", "H", "H", "H", "N", "C", "O", "C", "C", "C", "C", "N", "C", "H", "H", "H", "H", "H", "H", "C", "N", "C", "C", "N", "C", "H", "H", "H", "H", "H", "H"], "positions_angstrom": [[-0.10672, 0.25991, -0.06074], [2.67116, 0.10473, -1.09438], [2.93740, 0.14344, 0.39122], [1.66435, 0.47440, 1.16112], [1.53601, -0.33833, 2.43915], [0.46021, -1.41858, 2.30687], [0.17818, -1.70226, 0.86351], [1.22525, -2.55380, 0.18813], [1.36434, -2.10927, -1.25043], [1.36627, -0.59956, -1.35908], [3.48804, -0.39399, -1.61987], [2.58187, 1.10901, -1.50774], [3.70492, 0.88526, 0.61191], [3.31686, -0.80851, 0.74881], [1.74133, 1.44895, 1.44548], [1.27653, 0.32541, 3.26140], [2.50933, -0.76240, 2.67861], [-0.47186, -1.07655, 2.75745], [0.75699, -2.32611, 2.83444], [-0.68732, -2.24387, 0.84648], [0.93432, -3.60428, 0.20998], [2.15376, -2.48605, 0.74926], [0.51619, -2.46539, -1.83685], [2.26222, -2.52697, -1.70941], [1.13363, -0.40548, -2.33679], [-4.50330, 2.98477, 3.11279], [-5.03456, 2.23870, 2.12724], [-6.16507, 2.29147, 1.72202], [-4.13825, 1.22847, 1.39596], [-4.82853, 0.21106, 0.71992], [-4.13833, -0.70298, -0.07902], [-2.77857, -0.57399, -0.17657], [-2.09354, 0.41047, 0.48701], [-2.77382, 1.30163, 1.27017], [-5.12639, 3.61897, 3.59751], [-3.59327, 2.84586, 3.51399], [-5.90901, 0.16096, 0.81783], [-4.65706, -1.48606, -0.61720], [-2.20900, -1.24865, -0.81734], [-2.19194, 2.07887, 1.74854], [0.58899, 5.50397, -1.85360], [0.15329, 4.08843, -1.74536], [-0.69490, 3.44351, -2.65944], [-0.85912, 2.18353, -2.23048], [-0.12277, 2.02437, -1.03430], [0.48119, 3.24732, -0.80887], [-0.00170, 5.99770, -2.61889], [1.64027, 5.54552, -2.13250], [0.45297, 6.00991, -0.90103], [-1.09241, 3.94407, -3.53061], [-1.45556, 1.39651, -2.66624], [1.12548, 3.49768, 0.02084]], "atomic_forces_ev_per_a": [[0.01, 1.65, -0.22], [0.08, 0.09, 0.06], [0.15, -0.03, -0.06], [-0.56, -0.05, -0.13], [0.09, -0.12, 0.14], [-0.03, 0.04, 0.02], [-0.17, -0.08, 0.02], [0.04, 0.03, 0.03], [0.09, -0.19, -0.02], [-0.31, -0.32, 0.12], [-0.05, -0.07, -0.03], [-0.03, -0.01, -0.06], [-0.03, 0.03, 0.09], [-0.06, 0.00, 0.06], [0.02, 0.00, 0.02], [0.03, 0.10, -0.04], [0.05, 0.05, -0.07], [-0.06, -0.06, -0.04], [0.02, -0.04, -0.03], [0.00, 0.00, -0.03], [-0.04, -0.01, 0.07], [-0.01, 0.07, 0.02], [-0.03, 0.08, -0.05], [0.05, 0.09, -0.02], [-0.06, 0.08, 0.02], [0.01, 0.02, -0.17], [0.03, 0.07, 0.14], [-0.05, 0.04, -0.01], [-0.02, 0.03, 0.10], [0.04, -0.16, -0.09], [-0.08, 0.13, 0.00], [-0.24, 0.08, -0.04], [0.86, -0.92, -0.06], [0.06, 0.01, 0.04], [-0.01, 0.00, -0.02], [-0.08, -0.12, 0.05], [-0.01, 0.08, 0.03], [0.01, -0.01, 0.01], [0.04, -0.02, 0.11], [0.05, -0.03, 0.02], [0.16, 0.21, -0.01], [-0.09, 0.20, -0.17], [0.01, 0.05, -0.11], [0.18, 0.16, 0.12], [0.17, -0.72, 0.09], [-0.11, -0.18, 0.02], [-0.08, -0.06, 0.00], [0.01, -0.13, -0.07], [-0.11, -0.08, 0.05], [0.03, 0.08, 0.06], [0.01, -0.02, 0.02], [-0.01, -0.03, 0.01]], "mulliken_charge": [1.1978, -0.6204, -0.6173, -0.4681, -0.6786, -0.6861, -0.4411, -0.6044, -0.6962, -0.5053, 0.4729, 0.3586, 0.5456, 0.2681, 0.4436, 0.4328, 0.4219, 0.3981, 0.4750, 0.4658, 0.5256, 0.2792, 0.4358, 0.4283, 0.4404, -0.3170, 0.3315, -0.4882, 0.2275, -0.0453, -0.9533, -0.1631, -0.0664, -0.1604, 0.2694, 0.1602, 0.5662, 0.5031, 0.5245, 0.4256, -0.7254, 0.0549, -0.4901, -0.4152, 0.1642, -0.2698, 0.3307, 0.3606, 0.3638, 0.4669, 0.5374, 0.5356]}

***

no.,total energy (eV)
1,-11407.019
2,-42420.853
3,-8391.556
4,-31594.854